[1]
Entry from the OMol25 dataset: 4 unconnected molecules or ions with the total composition C3H13NO3 in a non-equilibrium geometry (wB97M-V/def2-TZVPD).

The geometry in XYZ format:
```
20
Properties=species:S:1:pos:R:3:forces:R:3
C -1.1616 2.6401 1.4335 -1.641 2.975 0.495
C -0.0945 2.3469 0.4461 -2.225 1.310 -0.867
C 1.0949 1.8204 0.5521 1.477 -1.389 0.793
N 1.7697 1.3877 -0.5988 3.714 -0.908 0.870
H -1.8820 1.8404 1.3475 -0.372 -0.268 0.590
H -0.9558 2.9634 2.4697 0.576 -1.122 -0.243
H -1.7930 3.6177 1.1781 1.294 -1.917 -0.260
H -0.5689 2.5147 -0.5723 1.226 -0.369 0.859
H 1.6499 1.4741 1.5301 -1.424 1.032 -1.930
H 2.8240 1.2440 -0.3746 -2.689 0.507 -1.298
H 1.5171 1.6512 -1.5488 0.155 0.436 0.760
H 1.2209 -0.6749 -1.2636 0.214 1.406 -0.295
H 1.4681 -2.0781 -0.9098 0.050 -0.453 0.213
O 0.9224 -1.3304 -0.6540 -0.354 -1.341 0.306
H -0.6979 -2.2583 -1.3615 0.159 0.391 -0.410
H -1.3699 -2.7175 -2.7813 0.363 -0.223 3.051
O -1.3243 -2.8748 -1.7635 -0.475 -0.094 -2.538
H -1.1946 -3.9460 0.2854 -0.632 -0.449 -0.377
H -0.3601 -3.4723 1.3666 -0.678 -0.812 0.517
O -1.0644 -4.1485 1.2192 1.261 1.286 -0.235
```
Forces are in eV/Å.

## Properties
- SMILES = C/C=C/N.O.O.O
- energy relative to the best compared isomer or geometry (same formula, charge and spin) (kcal/mol) = 44.81

[2]
Entry from the OMol25 dataset: 3 unconnected molecules or ions with the total composition C3H13NO3 in a non-equilibrium geometry (wB97M-V/def2-TZVPD).

The geometry in XYZ format:
```
20
Properties=species:S:1:pos:R:3:forces:R:3
C -0.3129 -0.2649 0.0582 3.226 0.195 1.066
O 0.5472 0.5589 -0.7188 -0.365 1.751 -1.434
C 0.5170 -1.5928 0.2327 -3.044 -0.518 0.206
C -0.5707 -2.7264 0.4439 0.849 -0.003 0.607
N 1.5561 -1.4260 1.2230 0.143 0.448 -0.024
H -1.2470 -0.2994 -0.5021 0.128 -0.375 0.320
H -0.4024 0.2423 1.0564 -0.633 -0.713 -0.582
H 1.4341 0.7277 -0.3822 -0.264 -0.617 0.585
H 1.0025 -1.7793 -0.7225 -0.067 0.009 -0.130
H -0.9259 -2.8032 1.4840 -0.090 0.606 -0.241
H -1.4328 -2.5857 -0.2373 0.566 -0.245 0.324
H -0.1108 -3.7067 0.3213 -0.056 -0.117 -0.508
H 2.1510 -2.2314 1.3726 -0.251 0.121 -0.026
H 1.2823 -0.9913 2.0980 -0.170 -0.384 -0.170
H -0.7422 3.3790 -2.9989 -0.020 0.722 0.410
H -0.1214 2.5958 -1.9367 -0.031 0.570 0.587
O -0.4189 3.5187 -2.0892 0.166 -1.363 -1.082
H -0.7361 3.8369 0.1029 -0.306 -0.130 -0.047
H -0.3856 2.4301 0.5451 -0.814 0.631 0.053
O -1.0834 3.1176 0.6495 1.033 -0.589 0.086
```
Forces are in eV/Å.

## Properties
- SMILES = C[C@H](N)CO.O.O
- energy relative to the best compared isomer or geometry (same formula, charge and spin) (kcal/mol) = 22.69

For each record above, in turn, the calculated energy values are -10952.8283, -10953.7875 eV.
For each record above, in turn, the calculated gap between HOMO and LUMO values are 8.58, 10.20 eV.
For each record above, in turn, the calculated HOMO level values are -8.213, -9.444 eV.